1.
C6H21BeN5O5S as an isolated structure at a distorted geometry, computed with the ωB97M-V functional and the def2-TZVPD basis.

CARTESIAN COORDINATES (ANGSTROEM)
O (-0.066, 3.867, 0.942)
H (-0.008, 4.789, 0.678)
Be (-1.325, 0.996, -0.939)
N (-1.307, 0.095, -2.296)
N (0.906, -0.825, -1.042)
O (-2.453, 0.450, -3.062)
O (2.155, -1.377, -0.666)
C (-0.599, -0.875, -2.863)
C (0.577, -1.386, -2.199)
C (-1.120, -1.423, -4.122)
C (1.440, -2.477, -2.749)
H (-1.968, -0.812, -4.424)
H (-1.452, -2.458, -3.946)
H (-0.341, -1.403, -4.893)
H (1.807, -3.132, -1.952)
H (2.320, -2.092, -3.283)
H (0.878, -3.079, -3.463)
H (-2.996, 1.049, -2.516)
H (2.399, -0.973, 0.193)
O (-0.940, -2.972, 0.538)
H (-1.577, -2.243, 0.676)
H (-0.151, -2.492, 0.226)
C (1.657, 2.529, -0.119)
H (1.164, 2.990, 0.759)
H (1.317, 2.808, -1.154)
H (2.191, 1.562, -0.138)
O (-1.288, 2.433, -1.079)
H (-0.751, 3.485, 0.339)
H (-2.113, 2.682, -1.527)
N (1.100, -0.008, 2.002)
N (0.098, 0.390, 2.929)
C (-1.182, 0.351, 2.497)
N (-2.110, 0.509, 3.459)
S (-1.743, 0.056, 0.860)
H (0.707, 0.220, 1.068)
H (1.905, 0.589, 2.194)
H (0.289, 0.199, 3.924)
H (-3.084, 0.435, 3.191)
H (-1.852, 0.452, 4.444)

## Properties
energy above the lowest of the compared OMol25 structures with the same formula, charge and spin	15.8	kcal/mol
spin multiplicity	1
orbital gap (spin up / spin down)	0.281 / 0.191	Eh
LUMO energy (spin up / spin down)	-0.0046 / -0.0045	Eh
net charge	0
E_HOMO (spin up / spin down)	-7.7742 / -5.3119	eV

2.
One molecule with the formula C9H14N2 at a distorted geometry, computed with the ωB97M-V functional and the def2-TZVPD basis.

CARTESIAN COORDINATES (ANGSTROEM)
N (2.254, 2.141, 1.316)
C (2.037, 1.965, 0.172)
C (-0.502, -1.747, 0.539)
C (-0.497, -0.453, 0.087)
N (0.155, -0.033, -1.075)
C (0.891, -0.999, -1.923)
C (1.705, 1.878, -1.225)
C (-1.146, -1.875, 1.872)
C (-1.279, 0.421, 1.001)
C (0.288, 1.420, -1.423)
C (-1.774, -0.502, 2.127)
H (-0.071, -2.608, 0.020)
H (1.742, -1.407, -1.360)
H (0.265, -1.843, -2.251)
H (1.338, -0.545, -2.796)
H (2.375, 1.117, -1.622)
H (1.856, 2.844, -1.713)
H (-0.357, -2.087, 2.636)
H (-1.882, -2.704, 1.868)
H (-0.564, 1.136, 1.409)
H (-2.121, 0.878, 0.446)
H (-0.403, 2.044, -0.823)
H (0.040, 1.609, -2.484)
H (-2.868, -0.583, 2.097)
H (-1.483, -0.066, 3.105)

## Properties
energy above the lowest of the compared OMol25 structures with the same formula, charge and spin	33.2	kcal/mol
spin multiplicity	1
orbital gap	0.295	Eh
LUMO energy	0.0249	Eh
net charge	0
E_HOMO	-7.3540	eV

3.
C31H55O6PbSi as an isolated structure at a distorted geometry, computed with the ωB97M-V functional and the def2-TZVPD basis.

CARTESIAN COORDINATES (ANGSTROEM)
O (-0.407, -0.226, -6.954)
C (-0.161, 0.930, -7.770)
C (-0.190, 0.142, -9.076)
H (0.816, 1.347, -7.526)
H (-0.959, 1.665, -7.655)
C (-0.195, -1.077, -8.124)
H (0.663, 0.280, -9.734)
H (-1.129, 0.315, -9.611)
C (1.129, -1.816, -8.069)
H (1.970, -1.142, -7.862)
H (1.321, -2.334, -9.023)
H (1.086, -2.582, -7.286)
C (-1.352, -2.039, -8.252)
H (-2.297, -1.530, -8.070)
H (-1.203, -2.826, -7.498)
H (-1.374, -2.514, -9.244)
Pb (-0.451, 0.008, -0.315)
C (-2.715, -1.343, 1.084)
C (-2.985, 0.038, 1.304)
C (-3.401, 0.609, 0.070)
H (-2.956, 0.539, 2.274)
C (-3.350, -0.408, -0.925)
C (-2.929, -1.616, -0.293)
H (-2.855, -2.596, -0.768)
H (-2.485, -2.069, 1.868)
H (-3.773, 1.628, -0.062)
H (-3.652, -0.302, -1.972)
C (1.296, -2.544, 1.130)
C (0.163, -3.082, 0.465)
C (0.337, -2.880, -0.933)
H (-0.658, -3.623, 0.944)
C (1.588, -2.216, -1.129)
C (2.176, -2.009, 0.147)
H (3.163, -1.577, 0.344)
H (1.492, -2.595, 2.203)
H (-0.331, -3.237, -1.723)
H (2.045, -1.976, -2.096)
O (1.193, 0.136, -5.038)
C (0.084, -0.614, -4.481)
C (-1.163, 0.277, -4.345)
H (0.377, -0.975, -3.475)
H (-0.117, -1.484, -5.129)
C (-0.622, 1.717, -4.505)
H (-1.620, 0.179, -3.344)
H (-1.906, 0.047, -5.117)
C (0.902, 1.523, -4.714)
H (-0.817, 2.276, -3.587)
H (-1.079, 2.240, -5.367)
H (1.343, 1.798, -3.724)
H (1.353, 2.143, -5.504)
C (-0.653, -2.514, 4.665)
C (-1.131, -1.099, 4.952)
C (-2.628, -1.100, 5.227)
C (-0.370, -0.523, 6.133)
O (-0.936, -0.289, 3.756)
Si (0.391, 0.547, 3.233)
O (0.235, 0.807, 1.655)
O (0.512, 1.954, 4.088)
C (-0.339, 3.120, 4.018)
C (-0.377, 3.697, 2.613)
C (-1.746, 2.780, 4.490)
C (0.273, 4.150, 4.955)
O (1.731, -0.331, 3.654)
C (3.091, 0.170, 3.774)
C (3.409, 1.143, 2.647)
C (3.283, 0.853, 5.123)
C (4.008, -1.044, 3.699)
H (-0.888, -3.154, 5.525)
H (0.429, -2.525, 4.503)
H (-1.149, -2.927, 3.780)
H (-2.859, -1.728, 6.095)
H (-2.981, -0.084, 5.440)
H (-3.183, -1.494, 4.368)
H (-0.586, -1.125, 7.023)
H (0.711, -0.551, 5.960)
H (-0.669, 0.509, 6.343)
H (0.627, 3.998, 2.297)
H (-0.772, 2.986, 1.881)
H (-1.014, 4.591, 2.619)
H (-1.725, 2.336, 5.495)
H (-2.338, 3.705, 4.543)
H (-2.259, 2.094, 3.804)
H (0.330, 3.759, 5.977)
H (1.280, 4.424, 4.621)
H (-0.342, 5.057, 4.965)
H (2.817, 2.063, 2.724)
H (4.470, 1.420, 2.717)
H (3.230, 0.692, 1.664)
H (3.059, 0.154, 5.938)
H (4.328, 1.178, 5.236)
H (2.643, 1.736, 5.211)
H (3.801, -1.733, 4.527)
H (3.872, -1.577, 2.752)
H (5.056, -0.727, 3.776)

## Properties
energy above the lowest of the compared OMol25 structures with the same formula, charge and spin	0.0	kcal/mol
spin multiplicity	1
orbital gap	0.224	Eh
LUMO energy	0.0832	Eh
net charge	-1
E_HOMO	-3.8413	eV

4.
A 3-piece molecular cluster, C27H40O14P2 overall at a distorted geometry, computed with the ωB97M-V functional and the def2-TZVPD basis.

CARTESIAN COORDINATES (ANGSTROEM)
O (5.062, -2.210, 5.570)
C (4.909, -2.034, 4.341)
C (5.384, -3.128, 3.249)
C (5.129, -4.649, 3.387)
C (5.588, -5.631, 2.249)
C (6.330, -5.115, 0.963)
C (6.586, -3.571, 0.824)
C (6.115, -2.624, 1.946)
C (6.294, -1.021, 1.864)
O (7.332, -0.450, 1.464)
C (5.014, -0.193, 2.400)
C (4.487, 1.056, 1.658)
C (5.142, 1.658, 0.301)
O (5.444, 0.586, -0.616)
C (4.436, 0.450, -1.639)
O (3.108, 0.204, -1.150)
C (2.998, -1.067, -0.461)
C (1.785, -1.991, -0.958)
O (0.647, -1.240, -1.469)
C (3.217, 1.742, 2.246)
C (2.473, 1.231, 3.516)
C (1.151, 2.043, 3.942)
C (0.102, 2.003, 2.691)
C (0.140, 3.322, 1.787)
O (-1.155, 3.568, 1.127)
C (3.009, -0.021, 4.276)
C (4.268, -0.701, 3.691)
H (4.582, -5.077, 4.301)
H (5.388, -6.761, 2.296)
H (6.676, -5.843, 0.145)
H (7.106, -3.200, -0.127)
H (6.057, 2.260, 0.630)
H (4.332, 2.353, -0.133)
H (4.736, -0.479, -2.264)
H (4.502, 1.339, -2.369)
H (4.024, -1.597, -0.468)
H (2.791, -0.825, 0.651)
H (2.177, -2.782, -1.685)
H (1.396, -2.564, -0.029)
H (-0.145, -1.693, -1.074)
H (2.823, 2.655, 1.690)
H (0.609, 1.512, 4.810)
H (1.422, 3.109, 4.242)
H (0.300, 1.092, 2.024)
H (-0.978, 1.881, 3.077)
H (0.419, 4.258, 2.388)
H (0.905, 3.259, 0.919)
H (-0.961, 4.356, 0.560)
H (2.494, -0.423, 5.209)
C (-4.154, 3.618, 0.491)
O (-4.760, 3.274, -0.751)
P (-5.546, 4.440, -1.521)
O (-4.777, 5.693, -1.694)
O (-6.907, 4.600, -0.698)
C (-7.618, 3.434, -0.307)
O (-6.001, 3.731, -2.881)
C (-5.073, 3.770, -3.959)
H (-4.136, 2.731, 1.126)
H (-3.132, 3.954, 0.314)
H (-4.715, 4.404, 1.003)
H (-7.324, 3.161, 0.709)
H (-7.427, 2.595, -0.979)
H (-8.686, 3.659, -0.315)
H (-5.282, 2.937, -4.631)
H (-4.045, 3.683, -3.600)
H (-5.192, 4.707, -4.505)
C (-2.755, -1.765, -4.556)
O (-3.896, -1.810, -3.708)
P (-3.780, -2.705, -2.383)
O (-2.581, -2.433, -1.560)
O (-3.896, -4.206, -2.919)
C (-4.897, -4.523, -3.876)
O (-5.178, -2.450, -1.650)
C (-5.242, -1.328, -0.776)
H (-3.090, -1.611, -5.582)
H (-2.115, -0.932, -4.257)
H (-2.187, -2.697, -4.509)
H (-4.465, -4.459, -4.878)
H (-5.755, -3.851, -3.807)
H (-5.234, -5.546, -3.702)
H (-6.281, -1.011, -0.687)
H (-4.651, -0.493, -1.159)
H (-4.872, -1.616, 0.210)

## Properties
spin multiplicity	1
orbital gap	0.290	Eh
LUMO energy	-0.0341	Eh
net charge	0
E_HOMO	-8.8318	eV

5.
One molecule with the formula C19H17ClN2O4, computed with the ωB97M-V functional and the def2-TZVPD basis.

CARTESIAN COORDINATES (ANGSTROEM)
C (-0.753, -3.162, -1.538)
H (-1.052, -3.546, -0.566)
H (0.328, -3.044, -1.538)
H (-1.026, -3.887, -2.300)
C (-1.416, -1.819, -1.833)
N (-1.017, -0.819, -0.870)
C (-1.796, 0.004, -0.147)
C (-1.382, 1.276, 0.219)
C (-2.279, 2.228, 0.833)
O (-1.938, 3.370, 1.095)
O (-3.561, 1.864, 1.060)
C (-3.950, 0.577, 0.901)
C (-5.233, 0.258, 1.341)
C (-5.669, -1.048, 1.301)
C (-4.807, -2.046, 0.862)
C (-3.549, -1.729, 0.401)
C (-3.105, -0.400, 0.355)
H (-2.882, -2.523, 0.117)
H (-5.121, -3.079, 0.887)
H (-6.661, -1.297, 1.643)
H (-5.852, 1.052, 1.728)
N (-0.138, 1.911, -0.001)
C (1.039, 1.568, -0.544)
O (1.331, 0.489, -1.036)
C (2.050, 2.723, -0.498)
O (3.313, 2.346, -0.973)
C (4.025, 1.408, -0.286)
C (5.214, 0.995, -0.891)
C (6.032, 0.071, -0.279)
C (5.667, -0.453, 0.952)
C (4.493, -0.055, 1.564)
C (3.673, 0.876, 0.949)
H (2.759, 1.163, 1.445)
H (4.214, -0.469, 2.521)
Cl (6.687, -1.616, 1.727)
H (6.948, -0.246, -0.752)
H (5.474, 1.416, -1.849)
H (1.714, 3.511, -1.179)
H (2.106, 3.137, 0.519)
H (-0.231, 2.864, 0.365)
H (-0.059, -0.477, -1.019)
H (-1.085, -1.480, -2.824)
H (-2.503, -1.910, -1.861)

## Properties
energy above the lowest of the compared OMol25 structures with the same formula, charge and spin	0.0	kcal/mol
spin multiplicity	1
orbital gap	0.295	Eh
LUMO energy	0.0016	Eh
net charge	0
E_HOMO	-7.9895	eV